Here is 10 unconnected molecules or ions with the total composition C28H54Cl12O8S3 in a non-equilibrium geometry from OMol25. Energies are from ωB97M-V/def2-TZVPD.

Bonds (Å) are listed after each position.
Cartesian coordinates (Å):
1 C 4.632 -1.529 4.643  Cl2 1.775, H7 1.089, C27 1.499, H28 1.087
2 Cl 5.823 -2.513 3.770  C1 1.775
3 H -1.927 1.168 -1.942  C34 1.090
4 H -1.255 -2.809 -4.601  C19 1.090
5 H 3.792 0.522 -4.367  C99 1.097
6 Cl -0.008 -5.177 -2.015  C22 1.799
7 H 5.115 -0.596 4.931  C1 1.089
8 Cl -4.359 -1.481 -3.066  C102 1.787
9 C 1.979 4.265 3.600  H51 1.091, H52 1.085, C53 1.512, Cl81 1.770
10 C 0.407 0.433 -0.251  C26 1.503, H38 1.084, Cl60 1.789, H68 1.086
11 O -0.488 -2.086 6.228  C89 1.458, C105 1.347
12 H -2.874 2.202 -4.059  C58 1.095
13 H 3.654 -0.722 -5.602  C99 1.086
14 H 1.807 -0.582 -3.583  C84 1.088
15 H 3.860 1.040 0.858  C17 1.093
16 H -5.081 -3.417 2.425  C66 1.093
17 C 4.167 1.430 -0.116  H15 1.093, C43 1.501, Cl73 1.770, H75 1.089
18 H 3.997 3.297 -1.204  C43 1.087
19 C -2.312 -2.818 -4.334  H4 1.090, Cl54 1.779, H59 1.088, C102 1.520
20 H 3.512 2.844 4.099  C53 1.085
21 H -4.425 1.351 -2.481  C49 1.098
22 C 1.055 -4.589 -0.688  Cl6 1.799, H25 1.085, C92 1.502, H93 1.086
23 H -4.772 -1.009 2.411  C44 1.090
24 H -2.060 -1.297 -2.845  C102 1.090
25 H 1.329 -5.458 -0.099  C22 1.085
26 C 0.947 -0.174 1.013  C10 1.503, H42 1.091, H62 1.088, Cl90 1.770
27 C 3.437 -1.240 3.785  C1 1.499, Cl29 1.782, H63 1.089, H72 1.092
28 H 4.350 -2.050 5.555  C1 1.087
29 Cl 2.483 -2.704 3.437  C27 1.782
30 H 1.123 -0.711 -5.233  C84 1.089
31 H -0.593 0.488 7.598  C65 1.096
32 S -3.119 -1.656 0.877  C36 1.797, C44 1.796, O57 1.433, O82 1.434
33 H 1.121 0.245 7.730  C65 1.085
34 C -2.495 2.098 -1.974  H3 1.090, C49 1.503, C58 1.519, H85 1.103
35 C -3.379 4.050 -3.065  S41 1.791, C58 1.512, H67 1.086, H96 1.093
36 C -3.332 -3.261 0.098  S32 1.797, H50 1.088, H87 1.086, C94 1.516
37 H -4.272 1.453 -0.727  C49 1.081
38 H -0.514 0.988 -0.120  C10 1.084
39 H -2.573 -0.675 -4.427  C102 1.087
40 S 1.049 1.480 -4.390  O69 1.433, O76 1.439, C77 1.813, C84 1.791
41 S -4.656 3.525 -1.926  C35 1.791, C49 1.790, O78 1.436, O88 1.442
42 H 0.288 -0.934 1.434  C26 1.091
43 C 3.599 2.804 -0.320  C17 1.501, H18 1.087, H64 1.089, Cl86 1.782
44 C -4.816 -1.519 1.450  H23 1.090, S32 1.796, H61 1.090, C66 1.492
45 Cl 3.790 4.549 5.672  C53 1.789
46 H 2.824 -4.676 -1.864  C92 1.087
47 O 0.096 -2.210 8.369  C105 1.189
48 H 4.026 1.681 -6.368  C55 1.090
49 C -3.952 1.902 -1.657  H21 1.098, C34 1.503, H37 1.081, S41 1.790
50 H -3.128 -3.130 -0.962  C36 1.088
51 H 1.829 3.786 2.631  C9 1.091
52 H 1.821 5.331 3.473  C9 1.085
53 C 3.382 3.920 4.047  C9 1.512, H20 1.085, Cl45 1.789, H83 1.089
54 Cl -3.257 -3.187 -5.795  C19 1.779
55 C 3.017 1.308 -6.193  H48 1.090, C77 1.508, H91 1.090, C99 1.553
56 H -0.175 -1.474 4.247  C89 1.088
57 O -2.845 -0.709 -0.163  S32 1.433
58 C -2.468 2.863 -3.286  H12 1.095, C34 1.519, C35 1.512, H95 1.085
59 H -2.453 -3.641 -3.636  C19 1.088
60 Cl 0.157 -0.878 -1.443  C10 1.789
61 H -5.300 -0.863 0.726  C44 1.090
62 H 1.896 -0.673 0.826  C26 1.088
63 H 2.757 -0.518 4.234  C27 1.089
64 H 2.519 2.762 -0.448  C43 1.089
65 C 0.244 -0.084 7.182  H31 1.096, H33 1.085, C104 1.523, C105 1.516
66 C -5.353 -2.910 1.497  H16 1.093, C44 1.492, H74 1.090, C94 1.535
67 H -3.811 4.519 -3.943  C35 1.086
68 H 1.172 1.068 -0.689  C10 1.086
69 O -0.290 1.439 -4.898  S40 1.433
70 Cl 3.282 -3.255 -0.002  C92 1.783
71 H 1.433 2.806 -6.272  C77 1.089
72 H 3.763 -0.807 2.837  C27 1.092
73 Cl 3.576 0.347 -1.386  C17 1.770
74 H -6.443 -2.880 1.483  C66 1.090
75 H 5.255 1.413 -0.082  C17 1.089
76 O 1.307 1.989 -3.069  S40 1.439
77 C 2.123 2.348 -5.565  S40 1.813, C55 1.508, H71 1.089, H101 1.086
78 O -5.909 3.418 -2.618  S41 1.436
79 H -4.933 -4.717 0.268  C94 1.088
80 H 1.971 -3.117 -1.938  C92 1.081
81 Cl 0.737 3.619 4.683  C9 1.770
82 O -2.221 -1.801 1.985  S32 1.434
83 H 4.086 4.359 3.342  C53 1.089
84 C 1.783 -0.143 -4.579  H14 1.088, H30 1.089, S40 1.791, C99 1.523
85 H -2.053 2.718 -1.176  C34 1.103
86 Cl 3.984 3.855 1.066  C43 1.782
87 H -2.604 -3.950 0.519  C36 1.086
88 O -4.560 4.308 -0.719  S41 1.442
89 C -0.566 -1.074 5.181  O11 1.458, H56 1.088, H103 1.089, C104 1.519
90 Cl 1.183 1.099 2.220  C26 1.770
91 H 2.637 0.963 -7.155  C55 1.090
92 C 2.263 -3.937 -1.297  C22 1.502, H46 1.087, Cl70 1.783, H80 1.081
93 H 0.463 -3.898 -0.095  C22 1.086
94 C -4.789 -3.639 0.269  C36 1.516, C66 1.535, H79 1.088, H100 1.096
95 H -1.467 3.163 -3.580  C58 1.085
96 H -2.827 4.833 -2.538  C35 1.093
97 H 0.027 1.035 5.266  C104 1.085
98 H 1.336 -0.125 5.336  C104 1.094
99 C 3.155 0.144 -5.175  H5 1.097, H13 1.086, C55 1.553, C84 1.523
100 H -5.325 -3.247 -0.604  C94 1.096
101 H 2.657 3.131 -5.035  C77 1.086
102 C -2.693 -1.485 -3.711  Cl8 1.787, C19 1.520, H24 1.090, H39 1.087
103 H -1.616 -0.830 5.029  C89 1.089
104 C 0.311 0.067 5.668  C65 1.523, C89 1.519, H97 1.085, H98 1.094
105 C -0.036 -1.560 7.382  O11 1.347, O47 1.189, C65 1.516

Values from the calculation:
SMILES string = O=S1(=O)CCCC1.O=S1(=O)CCCC1.O=S1(=O)CCCC1.O=C1CCCO1.ClCCCl.ClCCCl.ClCCCl.ClCCCl.ClCCCl.ClCCCl
Lowest unoccupied orbital energy = -0.0007 Ha
DFT total energy = -8418.0996 hartree
Orbital gap = 9.95 eV

Atom charges from the Löwdin analysis, given in e for atoms 1 to 8:
1 C -0.661
2 Cl 0.556
3 H 0.078
4 H 0.067
5 H 0.092
6 Cl 0.546
7 H 0.076
8 Cl 0.601